Entry 1:
Density functional theory data (the ωB97M-V functional and the def2-TZVPD basis) for a structure of composition C29H46BN8Na at a distorted geometry.

Last column: Mulliken charge in e.
Atoms and positions in Å:
C (-1.40453, -3.48796, 0.47059)  0.2074
H (3.36121, -1.88170, 1.99512)  0.3295
N (1.38376, -0.14610, -1.45468)  1.0031
H (-4.19637, -1.47897, -2.28202)  0.5417
C (-0.08090, 3.17449, -1.36970)  0.5109
N (-1.95588, -0.17950, -0.26675)  -0.1572
C (-0.07078, 3.54568, 2.30657)  2.3317
N (-0.02752, 1.91010, 0.46763)  0.3458
C (-2.12365, -0.76641, -2.40923)  0.2838
H (2.07662, 3.88168, 2.36729)  0.2176
C (4.62777, 1.14684, 0.88211)  -1.6461
H (2.77661, -3.97621, -0.42402)  0.2671
C (5.49819, -1.15571, 0.42690)  -1.9306
C (-1.74227, -0.98559, -3.83532)  -1.5364
Na (0.00649, -0.31076, 0.76473)  1.3076
H (-0.91323, -6.79311, 0.10727)  0.3988
C (-1.34767, 4.33041, 2.62618)  -1.6974
H (2.69127, -0.26333, 2.24076)  -0.0877
C (-0.09906, 3.51464, -2.82399)  -1.5316
H (6.02378, -0.77491, -0.45172)  0.3504
H (-5.96917, 0.51871, 1.12351)  0.5028
N (2.09747, -3.39405, 0.03430)  -0.2737
H (-0.87980, 1.64998, 3.00680)  0.0883
H (1.55322, 0.17742, -4.28584)  0.2140
N (-0.15594, -3.01404, 0.37080)  0.1724
H (0.01748, 0.88431, -2.89453)  -0.2909
H (-0.96547, 3.08532, -3.32884)  0.2622
B (0.01081, 0.60337, -1.73079)  -0.8617
H (-2.62955, -1.26327, -4.40208)  0.4190
H (-4.25338, -2.75300, 1.20673)  0.2773
H (5.25131, -2.20575, 0.24933)  0.3316
H (4.39361, -1.09754, -2.24712)  0.5228
H (-4.75303, 1.41133, 0.18895)  0.3466
H (0.89195, 1.71715, 2.98715)  0.1042
H (1.40938, -5.95463, -0.11086)  0.3710
H (6.18513, -1.10775, 1.27464)  0.4354
H (0.79297, 3.15085, -3.33595)  0.2465
C (0.58357, -5.27455, 0.05693)  -0.8266
C (-0.70717, -5.73185, 0.17781)  -0.4360
H (-2.77063, -1.03896, 2.24669)  0.2132
H (-0.01379, 2.57982, 4.23888)  0.4773
C (-4.90505, -1.99531, 0.76548)  -1.5664
H (1.17449, -1.51315, -3.98579)  0.1005
H (-0.13994, 4.59701, -2.93632)  0.3831
H (2.82918, -1.04408, -4.37552)  0.4327
H (-0.15011, 5.09754, -0.31078)  0.5451
C (1.93108, -0.74233, -3.83863)  -1.3466
N (-0.03071, 1.90501, -0.89854)  0.3830
H (-1.36588, 4.61584, 3.68151)  0.4592
H (-1.01717, -1.79476, -3.93526)  0.1486
C (0.82371, -3.89468, 0.14795)  0.4468
C (3.60758, -0.81803, 2.03210)  -1.2992
C (3.48311, -0.76715, -1.77333)  -0.4163
H (3.74808, 1.73979, 1.14159)  0.1032
H (-1.40950, 5.24068, 2.02636)  0.3306
C (-0.01516, 2.29436, 3.18436)  -1.4246
H (5.37884, 1.26614, 1.66800)  0.4897
C (1.15423, 4.41910, 2.59905)  -1.5821
C (4.24654, -0.33482, 0.72672)  2.2953
C (-0.07236, 3.17076, 0.84376)  -0.4656
H (-5.76569, 0.20177, -0.60693)  0.3651
C (2.26537, -0.56373, -2.39484)  0.3842
C (-3.32823, -1.05176, -1.80497)  -0.8788
N (2.00835, -0.07796, -0.23670)  -0.2755
C (-5.23495, 0.44010, 0.31748)  -1.9155
H (-5.78551, -1.90433, 1.40627)  0.4933
C (3.26783, -0.43172, -0.42344)  -1.1467
C (-3.52847, -0.29606, 1.98350)  -1.5345
H (1.17622, 4.70460, 3.65432)  0.4574
H (2.16871, -2.41022, -0.18454)  0.2605
H (1.13736, 5.33151, 1.99931)  0.3335
H (-5.23454, -2.35700, -0.21065)  0.2538
C (-3.17027, -0.65478, -0.46284)  -0.5996
N (-1.30267, -0.22937, -1.47096)  0.9144
H (-1.30743, -0.09363, -4.28532)  0.2884
H (-2.23459, 3.72844, 2.41568)  0.3042
H (-3.04310, 0.68065, 1.94198)  0.1000
C (-4.19547, -0.63956, 0.65095)  2.4831
C (-0.11008, 4.02004, -0.28403)  -1.1310
H (-4.27575, -0.28299, 2.78076)  0.5200
C (-1.74138, -4.82169, 0.38349)  -0.8448
H (4.29631, -0.65208, 2.86464)  0.4902
H (-2.77232, -5.13493, 0.47101)  0.4806
H (5.03639, 1.54409, -0.04996)  0.3608
H (-2.16985, -2.73778, 0.61882)  0.0161

Values from the calculation:
**Calculated total energy**: -47838.8444 eV
**Total charge**: 0
**F_max**: 0.022 Eh/bohr
**Frontier orbital gap**: 8.6617 eV

***

Entry 2:
Density functional theory data (the ωB97M-V functional and the def2-TZVPD basis) for a structure of composition C29H46BrN3P2Pt at a distorted geometry.

Last column: Mulliken charge in e.
Atoms and positions in Å:
H (0.14864, -2.94772, 2.48210)  0.7704
H (6.22399, 0.70939, 0.83884)  0.3288
H (-0.02504, -1.63471, -2.81601)  0.2434
C (-1.83920, -1.95794, -0.36791)  -0.6402
H (1.02672, -3.01941, -3.24131)  0.4402
C (-1.47891, -0.18525, 4.52282)  -0.8289
H (-0.71303, -1.74444, 3.14066)  0.1951
C (-0.73433, 1.45670, 3.22528)  -0.3946
H (5.21641, -2.65106, 3.44596)  0.3698
H (-5.84355, 3.51758, -6.19009)  0.4240
H (3.73095, 1.17661, 1.68209)  -0.0571
H (-2.61257, -1.20231, 1.54575)  0.2343
H (5.44082, -2.38782, -2.74862)  0.3943
C (4.20234, -2.28647, 1.54823)  -0.2400
C (-5.39277, 4.88747, -2.67298)  -0.4131
C (-0.92469, -0.71812, 3.39046)  -0.5666
C (0.30598, -2.63657, -2.49019)  -1.2639
Br (2.67472, 0.71200, 3.07912)  -0.1473
H (-2.95468, 1.82897, 5.62359)  0.3679
H (5.37248, -3.02221, -1.07868)  0.2790
H (1.75613, -1.79583, -1.11555)  -1.9781
C (5.50668, 1.35369, 0.29268)  -1.2706
H (-3.12697, 1.46695, -0.17723)  0.5602
H (-1.91108, -4.15093, 1.98824)  0.3147
H (-2.07001, -2.88251, -0.92950)  0.7666
C (-0.46966, 1.25077, -2.54265)  -0.3076
C (-1.94301, 2.14876, 5.32335)  -0.8812
C (-2.85350, 1.93722, -2.61467)  -1.2488
C (4.03650, -1.25138, -1.41863)  -0.2078
C (-3.42544, 3.14004, -2.25165)  -0.0910
C (-4.56938, 3.74380, -2.98955)  0.6779
C (0.08092, -3.37322, 1.47636)  -0.5713
H (-3.52076, -2.60436, 0.90244)  0.4099
H (5.72620, 1.27347, -0.78896)  0.3419
H (1.44788, -3.49519, -0.85016)  0.6823
C (-2.04139, 1.48831, -0.51214)  -0.8875
H (4.45319, -3.22206, 0.97364)  0.5216
H (-7.06843, 6.20841, -3.38815)  0.4283
H (-1.85905, -1.16902, -1.13811)  0.2130
H (6.23093, -1.47719, -1.39455)  0.3360
H (-1.89609, -0.71099, 5.36419)  0.5034
C (-0.90049, 1.93846, 0.24782)  -1.1739
C (4.05147, 0.95849, 0.60439)  0.2996
H (5.69931, 2.40176, 0.57955)  0.4291
H (-1.34533, 2.23904, 6.24680)  0.3366
C (-0.99724, -4.46752, 1.47119)  -1.3789
C (5.33855, -2.08788, -1.67686)  -1.1577
H (-0.41490, 1.17337, -3.65409)  0.5510
N (-1.37703, 1.18886, 4.39559)  0.0209
H (3.08022, -1.75597, -1.74111)  0.4227
H (3.24501, 1.49209, 0.04072)  0.3057
H (-2.01277, 3.14137, 4.84809)  0.3521
N (-6.52836, 4.91604, -4.84455)  0.0058
H (1.80723, 1.62440, -1.99038)  0.4909
N (-0.50929, 0.33412, 2.57845)  -0.1605
H (-0.83179, 2.58086, 1.17963)  0.8242
C (0.95766, -2.54928, -1.11413)  0.5048
H (-1.26620, -4.79562, 0.45974)  0.3316
H (4.03064, -0.35817, -2.08694)  0.4086
H (-5.38867, 5.45464, -1.75788)  0.4361
C (5.38238, -2.05087, 2.52345)  -1.2400
C (-1.75260, 1.37923, -1.91001)  1.2583
C (-6.35909, 5.38013, -3.58102)  -0.2930
H (-4.56878, 2.22749, -4.59378)  0.3759
H (-3.69601, -1.00388, 0.15040)  0.3547
C (0.69613, 1.49060, -1.70553)  -0.4496
C (-5.75068, 3.84781, -5.15085)  -0.4321
H (-0.56214, -3.32719, -2.47489)  0.3849
H (5.51684, -0.98654, 2.78128)  0.2904
H (3.17803, -2.48559, 2.02270)  0.2098
H (6.34390, -2.40711, 2.12045)  0.3592
H (-0.62316, -5.35002, 2.00905)  0.4189
C (-2.97537, -1.68401, 0.62846)  -1.3002
C (-4.93656, 3.18768, -4.24303)  -0.3473
H (-2.97580, 3.78169, -1.46258)  0.4320
Pt (0.83436, -0.00756, 0.86680)  2.0835
C (0.36156, 1.54429, -0.33089)  -0.0004
P (3.56113, -0.81797, 0.38122)  0.2567
H (-0.38121, 2.46988, 3.00450)  0.6677
H (1.06713, -3.83629, 1.30538)  0.5880
H (-3.19696, 1.44427, -3.52007)  0.3686
P (-0.10904, -1.99849, 0.26438)  0.3574

Values from the calculation:
**Calculated total energy**: -127107.6575 eV
**Total charge**: +4
**F_max**: 0.118 Eh/bohr
**Frontier orbital gap (alpha / beta)**: 6.5464 / 5.2636 eV
**Energy relative to the best compared isomer or geometry (same formula, charge and spin)**: 5.944 eV
**2S+1**: 5